Density functional theory data (ωB97M-V/def2-TZVPD) for a molecular structure, C29H32N4P2Pr in a non-equilibrium geometry.

```
68
Properties=species:S:1:pos:R:3:forces:R:3
C -0.331056 -2.967856 -4.338920 0.53 1.29 0.42
C -0.411289 -1.661110 -3.871342 0.51 -0.87 -0.18
C -1.693087 -1.124612 -3.571121 -1.23 1.14 0.59
C -2.885602 -1.937906 -3.686716 0.53 0.42 0.06
C -2.738801 -3.267127 -4.174095 0.63 -0.56 -0.28
C -1.481091 -3.758577 -4.500581 -1.51 -0.14 0.11
C -4.105450 -1.372291 -3.290101 0.15 0.06 -0.01
C -4.166122 -0.068206 -2.780246 0.60 0.35 0.02
C -2.933992 0.689185 -2.714014 0.58 -1.55 -0.71
C -2.910887 2.002172 -2.167586 -0.51 0.61 0.58
C -4.102702 2.554561 -1.712379 1.41 -0.07 -0.24
C -5.312319 1.842502 -1.787014 -0.75 -1.25 -0.38
C -5.355365 0.554643 -2.307107 -0.25 0.77 0.35
H 0.651388 -3.385246 -4.572717 -0.29 0.08 0.05
H -3.632286 -3.894213 -4.277865 0.42 0.22 0.02
H -1.382730 -4.779847 -4.875550 -0.04 0.35 0.13
H -5.022928 -1.960248 -3.374184 0.24 0.14 0.05
H -4.089549 3.559602 -1.285994 -0.06 -0.23 -0.12
H -6.231920 2.306687 -1.424091 0.30 -0.16 -0.13
H -6.298579 -0.002586 -2.352725 0.37 0.29 0.04
N -1.758014 0.152961 -3.121812 -0.41 -0.19 -0.13
Pr -0.147418 -0.155488 0.152997 -0.25 0.41 4.11
C 0.816431 -0.810196 -3.594067 -0.31 0.04 -0.36
H 0.590216 0.245001 -3.816926 0.18 -0.37 -0.02
H 1.674342 -1.149904 -4.168897 0.01 -0.01 -0.43
C -1.570815 2.706692 -2.054151 -0.43 0.22 -0.36
H -0.959258 2.464002 -2.935692 -0.16 0.19 0.25
H -1.691630 3.781733 -1.952987 -0.23 0.30 -0.38
P 1.393597 -0.881747 -1.865526 0.03 -1.01 -0.98
P -0.584822 2.226523 -0.603426 -0.95 3.37 -2.27
C -1.459448 3.019181 0.776676 -0.11 0.16 0.28
H -0.905854 2.906067 1.715492 -0.26 0.08 -0.22
H -1.569522 4.082900 0.539217 -0.11 -0.06 0.21
H -2.448360 2.564545 0.911581 0.14 0.14 -0.12
C 0.919534 3.202853 -0.802599 0.24 0.67 -0.04
H 0.628081 4.254867 -0.885217 0.31 0.06 -0.06
H 1.598079 3.078686 0.046718 -0.11 0.04 -0.27
H 1.447701 2.897578 -1.713640 -0.17 0.10 0.16
C 1.847447 -2.620764 -1.632155 0.41 -0.27 -0.10
H 2.531383 -2.903110 -2.439521 0.03 -0.22 0.08
H 2.337836 -2.752756 -0.655687 -0.18 0.06 -0.37
H 0.954923 -3.259530 -1.649028 0.22 0.30 0.01
C 2.950921 0.005060 -1.885805 0.77 0.20 -0.24
H 3.429602 -0.008107 -0.896060 -0.12 -0.04 -0.28
H 3.608212 -0.483493 -2.612562 0.19 0.26 0.10
H 2.793579 1.052101 -2.176732 0.08 -0.27 0.02
H -1.432867 -0.767156 -0.866311 -3.33 -1.25 -1.86
H 0.171585 -1.792071 0.501585 1.39 -5.16 0.87
N 3.691915 -3.081178 9.290940 0.36 -0.99 1.49
C 3.469163 -2.463292 8.366590 -0.48 1.43 -2.18
C 3.177267 -1.669629 7.174819 -0.04 -0.14 0.11
C 3.609335 -2.095057 5.913506 0.00 -0.12 -0.12
C 3.290891 -1.357854 4.771753 0.22 -0.06 0.02
C 2.569128 -0.165110 4.879810 0.20 -0.92 0.57
C 2.144222 0.261327 6.140116 -0.21 0.10 0.15
C 2.429971 -0.494023 7.280817 0.02 0.23 -0.08
N 2.186904 0.535976 3.703386 -0.43 2.25 -0.77
C 1.956805 1.957956 3.605290 0.49 -2.39 0.84
C 1.399986 2.190736 2.427600 -0.47 -1.37 -0.91
N 1.223872 0.966717 1.719299 2.28 1.69 2.80
C 1.771566 0.027858 2.521729 -1.00 1.61 0.11
H 4.189414 -3.020698 5.825429 -0.27 0.44 0.01
H 3.629713 -1.718300 3.795312 -0.11 0.19 0.37
H 1.536873 1.163328 6.251819 0.22 -0.30 -0.11
H 2.058618 -0.168401 8.258914 0.20 -0.12 -0.46
H 2.159118 2.619524 4.398465 0.39 0.44 0.76
H 1.043590 3.144508 2.096704 0.07 0.05 -0.34
H 1.730556 -1.020342 2.326589 0.07 -0.63 -0.19
```
Positions in Å, forces in eV/Å.

The calculation puts the largest force on an atom at 5.4 eV Å⁻¹. The highest occupied orbital energy (spin up / spin down) comes out at -9.773 / -9.804 eV. The calculation puts the total energy at -69187.88579 eV. As for the net charge: +1. The multiplicity is 3. The value obtained for the frontier orbital gap (spin up / spin down) is 6.8314 / 6.8694 eV.

These are the Mulliken partial charges, in e, on atoms 1 to 5: -0.31 -0.01 0.19 0.75 -0.89